1.
Formula: C5H8O
Source: the Open Molecules 2025 dataset
Level of theory: the ωB97M-V functional and the def2-TZVPD basis

E_LUMO: 0.519 eV
Kohn-Sham gap: 0.3299 Ha
E: -270.37514 a.u.
strongest force on any atom: 0.5 eV/Å
energy above the lowest of the compared OMol25 structures with the same formula, charge and spin: 114.7 kcal per mole

Element x y z (Å)
C (-1.65036, 1.04437, -0.16300)
C (-1.20468, -0.41848, -0.22508)
C (0.26792, -0.60070, -0.26433)
C (1.24830, -1.15305, -0.94712)
C (2.24261, -0.75622, 0.00067)
O (0.99981, -0.03859, 1.03202)
H (-1.24598, 1.60901, -1.01002)
H (-2.74220, 1.12318, -0.18902)
H (-1.31154, 1.51894, 0.76663)
H (-1.64187, -0.97419, 0.61623)
H (-1.56422, -0.88801, -1.14477)
H (2.91831, 0.08163, -0.19396)
H (2.66832, -1.48272, 0.69431)
H (1.01558, 0.93482, 1.02743)

Results of the Mulliken charge analysis, in e, for atoms 1 through 8: -1.091, -0.303, 0.423, -0.702, -0.023, -0.467, 0.318, 0.340

---

2.
Formula: C36H71ClNO5P2SbSi3Ta
Source: the Open Molecules 2025 dataset
Level of theory: the ωB97M-V functional and the def2-TZVPD basis

E_LUMO: -9.069 eV
Kohn-Sham gap: 0.2264 Ha
E: -4153.00371 a.u.
charge: +3
strongest force on any atom: 3.2 eV/Å
energy above the lowest of the compared OMol25 structures with the same formula, charge and spin: 0.0 kcal per mole

Element x y z (Å)
Ta (0.00230, 0.65904, 0.55516)
C (0.09214, 3.89647, 3.55311)
C (0.67387, 4.44729, 2.24891)
C (1.90541, 5.30987, 2.54581)
P (0.95582, 3.16745, 0.91565)
C (2.71046, 3.26785, 0.29674)
C (2.86741, 2.52837, -1.03299)
C (3.80936, 2.84093, 1.27397)
C (0.13067, 3.78776, -0.55134)
C (0.44833, 5.02373, -1.12033)
C (-0.06500, 5.39643, -2.35199)
C (0.20564, 6.74892, -2.94625)
C (-0.84640, 4.45376, -3.04057)
C (-1.19642, 3.24757, -2.47325)
C (-0.75591, 2.92843, -1.18674)
N (-1.30934, 1.80397, -0.45786)
C (-2.75521, 1.75886, -0.40483)
C (-3.57659, 2.77693, -0.87411)
C (-4.95722, 2.63402, -0.84631)
C (-5.58011, 1.50077, -0.33076)
C (-7.07459, 1.33165, -0.35593)
C (-4.75267, 0.54359, 0.24469)
C (-3.36708, 0.67000, 0.21169)
P (-2.29278, -0.43818, 1.11440)
C (-2.55976, -2.14891, 0.51281)
C (-3.76705, -2.85343, 1.13485)
C (-2.67148, -2.08101, -1.01595)
C (-2.78381, -0.16927, 2.85445)
C (-2.16537, -1.13367, 3.87172)
C (-2.39572, 1.27624, 3.18527)
H (0.04774, 4.70896, 4.27908)
H (-0.92417, 3.52750, 3.41975)
H (0.70800, 3.11035, 3.98330)
H (-0.09293, 5.06066, 1.76970)
H (2.60547, 4.79429, 3.20134)
H (2.43913, 5.65477, 1.66165)
H (1.55996, 6.19776, 3.07645)
H (2.81576, 4.33508, 0.09377)
H (2.66948, 1.45830, -0.93031)
H (2.21648, 2.92380, -1.81277)
H (3.89795, 2.64054, -1.37466)
H (4.75027, 3.29440, 0.96055)
H (3.96612, 1.76056, 1.25852)
H (3.62723, 3.14134, 2.30195)
H (1.10303, 5.71048, -0.59296)
H (0.72555, 7.39813, -2.24481)
H (0.81553, 6.66036, -3.84718)
H (-0.72721, 7.23273, -3.23648)
H (-1.21193, 4.69529, -4.03209)
H (-1.84803, 2.57024, -3.00599)
H (-3.16672, 3.69768, -1.25907)
H (-5.56628, 3.44236, -1.23302)
H (-7.54135, 2.05974, -1.01552)
H (-7.34922, 0.33469, -0.69966)
H (-7.49846, 1.46434, 0.64105)
H (-5.20622, -0.30619, 0.74206)
H (-1.64523, -2.69185, 0.77402)
H (-4.70187, -2.39990, 0.80769)
H (-3.78340, -3.89226, 0.79980)
H (-3.75142, -2.85867, 2.22258)
H (-3.59028, -1.57441, -1.31089)
H (-1.83472, -1.54175, -1.47319)
H (-2.70844, -3.09042, -1.42543)
H (-3.87232, -0.27348, 2.86063)
H (-1.07838, -1.14803, 3.80848)
H (-2.42823, -0.79705, 4.87548)
H (-2.53811, -2.15177, 3.76879)
H (-1.30526, 1.35684, 3.28561)
H (-2.74994, 1.99414, 2.44270)
H (-2.81847, 1.56626, 4.14782)
O (2.93367, -0.57151, 2.02678)
Cl (1.84184, 0.34922, 2.04857)
O (1.87700, 1.24658, 3.16950)
O (0.49015, -0.49789, 2.19066)
O (1.11429, -0.39575, -0.44137)
C (4.82596, -3.78093, -1.07868)
Si (3.94882, -2.17617, -1.28444)
C (4.87890, -0.83041, -0.45712)
C (3.50995, -1.73880, -3.02142)
Sb (1.53102, -2.49849, -0.25738)
Si (1.60364, -3.86406, 2.08485)
C (2.59868, -3.10549, 3.41426)
C (2.43865, -5.31159, 1.29920)
C (-0.13567, -4.23266, 2.53650)
Si (0.31803, -4.07579, -2.07410)
C (1.76727, -5.13242, -2.55151)
C (-0.84083, -5.15072, -1.12174)
C (-0.31329, -3.16763, -3.53175)
H (5.65019, -3.80403, -1.79988)
H (4.22151, -4.66799, -1.25284)
H (5.26602, -3.84952, -0.08107)
H (5.91253, -0.89241, -0.81282)
H (4.89242, -0.93702, 0.62625)
H (4.49408, 0.15933, -0.70343)
H (4.41412, -1.70797, -3.63694)
H (3.05372, -0.74512, -3.06106)
H (2.82393, -2.45045, -3.47980)
H (3.56529, -2.75343, 3.05790)
H (2.77411, -3.89064, 4.15846)
H (2.09255, -2.27704, 3.90824)
H (3.50505, -5.14633, 1.13919)
H (1.98844, -5.62288, 0.35564)
H (2.33160, -6.15197, 1.99558)
H (-0.75062, -3.33616, 2.62412)
H (-0.13120, -4.71940, 3.51802)
H (-0.59935, -4.91975, 1.82680)
H (2.29783, -5.55226, -1.69791)
H (2.49605, -4.63296, -3.18950)
H (1.35834, -5.97998, -3.11397)
H (-0.26725, -5.82315, -0.47962)
H (-1.37787, -5.77899, -1.84121)
H (-1.58182, -4.63879, -0.51015)
H (0.40698, -2.41893, -3.86333)
H (-1.27045, -2.67847, -3.36677)
H (-0.43200, -3.89908, -4.33818)
C (-1.04258, 0.18642, -3.90456)
O (-0.29633, -0.03245, -2.69952)
H (-0.98309, -0.66942, -4.57749)
H (-0.69397, 1.07485, -4.43218)
H (-2.08172, 0.32719, -3.61092)
H (0.63741, -0.07795, -2.92665)

Results of the Mulliken charge analysis, in e, for atoms 1 through 8: 0.935, -1.275, 0.573, -1.624, 1.195, 0.530, -1.264, -1.467

---

3.
Formula: C26H43CeN3P2
Source: the Open Molecules 2025 dataset
Level of theory: the ωB97M-V functional and the def2-TZVPD basis

<S²>: 0.751
E_LUMO (alpha / beta): -3.229 / -3.166 eV
Kohn-Sham gap (alpha / beta): 0.2905 / 0.2937 Ha
E: -2338.34326 a.u.
charge: +1
2S+1: 2
strongest force on any atom: 2.4 eV/Å

Element x y z (Å)
Ce (-0.37713, 0.10899, -0.03650)
C (-0.81179, -2.21710, 0.94199)
C (0.53140, -2.24515, 0.42708)
C (0.47964, -0.78921, 2.24240)
C (-0.84422, -1.30776, 2.05588)
C (1.32629, -1.35679, 1.23172)
C (-1.97919, -3.00745, 0.46319)
H (-1.74710, -3.56990, -0.44648)
H (-2.84314, -2.36774, 0.22921)
H (-2.30845, -3.71064, 1.24392)
C (-2.04033, -0.93399, 2.86468)
H (-2.96076, -1.30771, 2.40385)
H (-2.13982, 0.15670, 2.98634)
H (-1.96083, -1.37307, 3.87070)
C (0.88066, 0.18412, 3.29777)
H (0.94201, -0.32181, 4.27304)
H (0.15920, 1.00896, 3.39727)
H (1.87108, 0.60482, 3.08972)
C (2.76846, -1.03332, 1.04708)
H (3.37102, -1.51880, 1.83179)
H (2.95318, 0.04952, 1.13430)
H (3.14529, -1.36540, 0.07324)
C (1.01762, -3.07273, -0.71805)
H (1.48145, -4.00435, -0.35312)
H (1.77271, -2.54348, -1.31664)
H (0.20571, -3.34436, -1.40518)
C (-1.88707, 1.07666, -6.17138)
C (-1.97586, -0.25881, -6.31388)
C (-1.19193, -1.04447, -7.32622)
C (0.27880, -0.56320, -7.52681)
C (0.95316, 0.04572, -6.33156)
C (1.09373, 1.36863, -6.12630)
C (0.24976, 2.43598, -6.76787)
C (-1.22486, 2.03025, -7.10590)
H (-1.70357, -1.01374, -8.30927)
H (0.29191, 0.12246, -8.39011)
H (-1.17959, -2.11515, -7.04621)
H (-1.26702, 1.69894, -8.15518)
H (-2.50477, 1.57695, -5.42551)
H (-2.79084, -0.81684, -5.83228)
H (-1.81949, 2.96252, -7.05706)
H (0.21317, 3.31544, -6.09467)
H (1.95449, 1.74868, -5.55094)
H (0.73266, 2.79875, -7.69427)
H (0.87050, -1.45007, -7.81968)
H (1.46784, -0.67205, -5.68109)
P (-1.46278, 0.14414, -2.65640)
P (1.74310, 1.38128, -1.66572)
C (-0.40062, 1.34435, -3.58769)
C (0.64404, 2.23490, -2.89999)
H (-1.06978, 2.00721, -4.15726)
H (0.08939, 0.70048, -4.33245)
H (1.29155, 2.69752, -3.66138)
H (0.12026, 3.04916, -2.38065)
C (2.45809, 2.80150, -0.76541)
H (3.18498, 2.43605, -0.02730)
H (1.66634, 3.34055, -0.22911)
H (2.95865, 3.47885, -1.47214)
C (3.15663, 0.82090, -2.67189)
H (3.55659, 1.64019, -3.29213)
H (2.86780, -0.01537, -3.32402)
H (3.95297, 0.45756, -2.00428)
C (-3.15093, 0.61330, -3.10536)
H (-3.85174, -0.03876, -2.57846)
H (-3.33213, 0.52853, -4.17781)
H (-3.34037, 1.64381, -2.77692)
C (-1.06410, -1.45200, -3.47654)
H (-0.09607, -1.85596, -3.14447)
H (-1.04846, -1.35376, -4.57295)
H (-1.83857, -2.17800, -3.20377)
N (-0.98384, 2.09571, 1.02480)
C (-1.26745, 2.83002, 1.92329)
N (-1.53645, 3.72610, 2.76353)
C (-1.73324, 3.65041, 4.06067)
N (-1.91996, 3.69392, 5.21629)

Results of the Mulliken charge analysis, in e, for atoms 1 through 8: 0.287, 0.334, 0.431, 0.640, 0.563, 0.672, -1.582, 0.355

---

4.
Formula: C6H10FN2O8Pt
Source: the Open Molecules 2025 dataset
Level of theory: the ωB97M-V functional and the def2-TZVPD basis

<S²>: 3.766
E_LUMO (alpha / beta): 4.717 / 4.717 eV
Kohn-Sham gap (alpha / beta): 0.1872 / 0.1825 Ha
E: -1165.07169 a.u.
charge: -2
2S+1: 4
strongest force on any atom: 9.3 eV/Å

Element x y z (Å)
Pt (-0.52604, 0.06268, 0.00255)
F (1.42944, 0.09113, 0.89883)
C (-1.75059, 0.25833, -2.48257)
O (-0.53070, 0.16876, -2.21963)
O (-2.38309, -0.55335, -3.12794)
O (-2.23273, 0.53526, -1.37899)
C (-2.46418, -1.40773, 1.05307)
O (-1.79548, -0.65399, 1.72536)
O (-1.88479, -1.78382, 0.05427)
O (-3.65323, -1.14497, 0.82408)
O (1.10021, -3.32768, -2.64053)
C (1.88093, -2.81687, -1.82995)
N (1.66242, -1.60351, -1.49038)
C (2.82691, -3.65257, -1.12557)
H (0.86893, -1.20760, -1.97381)
H (2.13225, -1.20964, -0.68774)
H (2.92029, -4.66481, -1.51896)
H (2.57159, -3.72328, -0.06825)
H (3.84351, -3.26017, -1.15060)
O (-0.73420, 2.43446, 0.40795)
C (-0.57122, 2.93474, 1.48762)
N (-1.04554, 2.31965, 2.62123)
C (0.08895, 4.29300, 1.65498)
H (-1.56250, 1.45430, 2.55788)
H (-0.90590, 2.65991, 3.56188)
H (-0.64987, 5.07298, 1.83904)
H (0.45306, 4.42508, 0.63612)
H (0.91166, 4.29962, 2.36997)

Results of the Mulliken charge analysis, in e, for atoms 1 through 8: 1.586, -0.825, 0.894, -0.945, -0.651, -0.597, 0.792, -0.835

---

5.
Formula: C12H9Cl2N3O2ReS6Sb
Source: the Open Molecules 2025 dataset
Level of theory: the ωB97M-V functional and the def2-TZVPD basis

E_LUMO (alpha / beta): -8.618 / -8.622 eV
Kohn-Sham gap (alpha / beta): 0.2100 / 0.2100 Ha
E: -4404.92577 a.u.
charge: +2
strongest force on any atom: 1.4 eV/Å
energy above the lowest of the compared OMol25 structures with the same formula, charge and spin: 22.7 kcal per mole

Element x y z (Å)
Re (-0.86883, 1.09753, 1.73592)
Cl (-1.07071, -1.20738, 1.88078)
C (0.53600, -1.83464, 1.44233)
C (0.67336, -3.14382, 1.04456)
C (1.95241, -3.56611, 0.71608)
C (3.03130, -2.69313, 0.79095)
C (2.84701, -1.38681, 1.20949)
Cl (4.19073, -0.31728, 1.31031)
C (1.57523, -0.92662, 1.54770)
S (1.31543, 0.71083, 2.17044)
H (-0.17353, -3.81866, 1.00960)
H (2.10971, -4.59084, 0.40502)
H (4.02735, -3.02515, 0.52564)
S (-0.03116, 3.52297, 4.79051)
Sb (0.03148, 3.07292, 6.93948)
S (-1.50814, 1.46215, 3.88864)
S (-0.42353, 0.19839, 5.01964)
S (-0.86904, 0.74714, 6.90250)
N (-1.60199, 0.17542, -5.39704)
C (-0.49613, 0.00343, -4.63944)
O (0.57596, -0.36946, -5.05603)
C (-0.63268, 0.27483, -3.15085)
C (-1.82882, 0.25950, -2.45038)
C (-1.80600, 0.44488, -1.08629)
N (-0.66323, 0.63939, -0.40079)
C (0.50050, 0.66378, -1.08756)
C (0.54532, 0.47630, -2.44822)
H (-1.51863, 0.01713, -6.38876)
H (-2.44893, 0.58894, -5.05401)
H (-2.78389, 0.09998, -2.93470)
H (-2.72894, 0.44498, -0.51903)
H (1.40272, 0.83685, -0.51953)
H (1.48769, 0.47418, -2.98044)
O (-2.52817, 3.80071, -0.74137)
S (-1.69364, 4.03312, 0.40502)
N (-1.12621, 2.83454, 1.11985)

Results of the Mulliken charge analysis, in e, for atoms 1 through 8: 0.758, -0.145, 0.820, -0.881, -0.398, -0.647, 0.329, -0.149